Run A
# C6H11N2

The ion C6H11N2 with charge +1 (wB97M-V/def2-TZVPD, OMol25).

Properties
- Structure (SMILES): C#C[C@@H](/C=[NH+]/C)NC
- Frontier orbital gap: 8.577 eV
- Net charge: +1
- HOMO: -13.597 eV

Last column: Mulliken charge in e.
Positions of all 19 atoms, in Å:
C: 2.593 -2.132 0.507  0.083
C: 2.027 -1.172 0.058  -1.087
C: 1.274 -0.072 -0.541  0.882
C: -0.198 -0.658 -0.671  -0.332
N: -1.037 -0.755 0.361  -0.001
C: -2.302 -1.453 0.205  -0.848
N: 1.217 1.021 0.318  -0.486
C: 0.597 2.180 -0.268  -1.062
H: 3.391 -2.665 0.902  0.453
H: 1.620 0.057 -1.567  0.255
H: -0.561 -1.167 -1.586  0.413
H: -0.826 -0.208 1.151  0.314
H: -3.109 -1.038 0.811  0.341
H: -2.139 -2.548 0.498  0.333
H: -2.731 -1.508 -0.815  0.325
H: 2.186 1.148 0.712  0.293
H: -0.106 1.929 -1.093  0.336
H: 0.237 2.786 0.509  0.327
H: 1.334 2.693 -0.709  0.462

---

Run B
# C6H11N2

The ion C6H11N2 with charge +1 (wB97M-V/def2-TZVPD, OMol25).

Properties
- Structure (SMILES): CCCc1c[nH]c[nH+]1
- Frontier orbital gap: 10.099 eV
- Net charge: +1
- HOMO: -14.081 eV

Last column: Mulliken charge in e.
Positions of all 19 atoms, in Å:
C: 0.913 1.857 -2.013  -1.165
C: 0.935 1.982 -0.503  -0.017
C: -0.328 1.459 0.055  -0.830
C: -0.377 0.027 0.448  0.380
C: -0.405 -0.656 1.644  -0.463
N: -0.289 -2.059 1.434  -0.008
C: -0.239 -2.251 0.096  -0.253
N: -0.498 -0.960 -0.567  -0.073
H: 0.359 2.595 -2.607  0.329
H: 1.922 2.066 -2.479  0.321
H: 0.706 0.820 -2.325  0.211
H: 1.040 3.082 -0.164  0.275
H: 1.827 1.391 -0.211  0.267
H: -1.344 1.743 -0.394  0.426
H: -0.490 1.872 1.084  0.272
H: -0.637 -0.230 2.622  0.386
H: -0.301 -2.820 2.096  0.248
H: -0.241 -3.116 -0.521  0.408
H: -0.326 -0.779 -1.541  0.285

---

Run C
# C6H11N2

The ion C6H11N2 with charge +1 (wB97M-V/def2-TZVPD, OMol25).

Properties
- Structure (SMILES): C=C(C)C/C=N\C=[NH2+]
- Frontier orbital gap: 10.120 eV
- Net charge: +1
- HOMO: -14.171 eV

Last column: Mulliken charge in e.
Positions of all 19 atoms, in Å:
C: -0.803 -0.829 1.251  -1.106
C: -1.044 0.046 0.363  0.651
C: -1.570 -0.491 -1.042  -1.249
C: -0.614 1.526 0.292  -0.725
C: 0.802 1.742 0.397  0.053
N: 1.729 0.887 0.542  -0.351
C: 1.715 -0.391 0.540  0.003
N: 1.715 -1.124 -0.650  -0.262
H: -0.392 -0.599 2.172  0.547
H: -1.422 -1.743 1.085  0.325
H: -1.408 -1.589 -1.401  0.359
H: -0.857 -0.005 -1.853  0.298
H: -2.660 -0.301 -1.265  0.326
H: -1.106 2.183 0.958  0.439
H: -0.752 1.942 -0.734  0.369
H: 1.152 2.851 0.262  0.346
H: 1.601 -1.145 1.269  0.496
H: 2.053 -0.874 -1.578  0.248
H: 1.860 -2.087 -0.608  0.234

---

Last place for stability: run A

---

Run A
# C6H11N2

A cluster of 2 separate species, C6H11N2 in total (wB97M-V/def2-TZVPD, OMol25).

Properties
- Frontier orbital gap: 9.555 eV
- Net charge: +1
- HOMO: -12.539 eV

Last column: Mulliken charge in e.
Positions of all 19 atoms, in Å:
C: -1.950 1.456 -2.640  -0.456
C: -1.491 0.247 -3.022  -0.411
C: 2.107 1.431 1.236  -0.938
C: -1.889 -0.001 -0.411  -0.340
C: 1.177 0.614 1.549  0.278
C: -1.742 0.401 -1.614  0.241
N: 1.274 -0.725 1.031  -0.607
N: -1.047 -1.222 -0.067  -0.342
H: -2.409 2.359 -2.989  0.356
H: -1.099 -0.281 -3.807  0.389
H: 2.236 2.386 1.725  0.273
H: 2.877 1.018 0.616  0.221
H: 1.069 -1.376 1.816  0.282
H: -2.389 0.508 0.359  0.421
H: 0.283 0.745 2.144  0.335
H: 0.054 -1.062 -0.107  0.431
H: 2.170 -0.727 0.643  0.152
H: -1.218 -1.995 -0.686  0.378
H: -1.252 -1.571 0.860  0.339

---

Run B
# C6H11N2

The ion C6H11N2 with charge +1 (wB97M-V/def2-TZVPD, OMol25).

Properties
- Structure (SMILES): C=NC1=[NH+]CC[C@H]1C
- Frontier orbital gap (alpha / beta): 8.441 / 8.442 eV
- Net charge: +1
- HOMO (alpha / beta): -13.839 / -13.839 eV

Last column: Mulliken charge in e.
Positions of all 19 atoms, in Å:
C: 3.181 -0.019 -0.125  -0.187
N: 1.985 -0.156 0.062  0.020
C: 0.756 -0.282 -0.144  0.122
N: -0.026 -1.734 0.299  -0.408
C: -1.406 -1.358 0.290  -0.484
C: -1.633 -0.308 -0.838  -0.693
C: -0.352 0.608 -0.576  0.365
C: -0.587 1.705 0.479  -1.500
H: 3.800 -0.017 0.711  0.288
H: 3.744 0.132 -1.056  0.273
H: 0.386 -1.975 1.193  0.326
H: -1.590 -1.064 1.338  0.334
H: -2.086 -2.338 0.026  0.271
H: -1.535 -0.851 -1.719  0.387
H: -2.432 0.337 -0.622  0.353
H: -0.266 1.208 -1.556  0.340
H: 0.228 2.275 0.592  0.496
H: -0.685 1.449 1.540  0.344
H: -1.482 2.388 0.105  0.353

---

Run C
# C6H11N2

The ion C6H11N2 with charge +1 (wB97M-V/def2-TZVPD, OMol25).

Properties
- Structure (SMILES): CC[C@@H]1N=C[NH+]=C1C
- Frontier orbital gap: 10.396 eV
- Net charge: +1
- HOMO: -15.216 eV

Last column: Mulliken charge in e.
Positions of all 19 atoms, in Å:
C: -2.043 -0.922 -0.014  -1.398
C: -0.614 -1.045 0.512  -0.388
C: 0.462 -0.722 -0.605  0.669
N: 1.749 -1.303 -0.177  -0.517
C: 2.468 -0.398 0.314  -0.245
N: 1.753 0.793 0.364  -0.092
C: 0.583 0.700 -0.275  -0.047
C: -0.321 1.827 -0.442  -0.978
H: -2.527 -1.862 -0.317  0.343
H: -2.152 -0.402 -0.892  0.480
H: -2.683 -0.410 0.696  0.354
H: -0.217 -2.152 0.864  0.385
H: -0.505 -0.419 1.423  0.306
H: 0.093 -1.239 -1.525  0.423
H: 3.430 -0.548 0.772  0.394
H: 2.152 1.780 0.692  0.368
H: -1.158 1.467 -1.035  0.208
H: 0.086 2.738 -1.058  0.403
H: -0.557 2.117 0.702  0.333

---

Last place for stability: run A

---

Run A
# C2H2ClN

The molecule C2H2ClN (wB97M-V/def2-TZVPD, OMol25).

Properties
- Structure (SMILES): C#CNCl
- Frontier orbital gap: 8.953 eV
- Net charge: 0
- HOMO: -9.574 eV

Last column: Mulliken charge in e.
Positions of all 6 atoms, in Å:
C: -1.183 0.800 0.110  -0.498
C: -0.319 -0.012 0.122  0.233
N: 0.784 -0.710 0.254  -0.358
Cl: 2.371 0.144 -0.124  -0.066
H: -2.222 1.127 0.175  0.332
H: 0.570 -1.349 -0.536  0.357

---

Run B
# C2H2ClN

The molecule C2H2ClN (wB97M-V/def2-TZVPD, OMol25).

Properties
- Structure (SMILES): N#CCCl
- Frontier orbital gap: 11.990 eV
- Net charge: 0
- HOMO: -11.462 eV

Last column: Mulliken charge in e.
Positions of all 6 atoms, in Å:
N: 0.543 -2.109 0.012  -0.320
C: 0.182 -1.018 -0.076  0.204
C: 0.030 0.399 -0.044  -0.222
Cl: -1.688 0.991 -0.063  -0.157
H: 0.245 0.632 0.978  0.201
H: 0.688 1.105 -0.807  0.294

---

Run C
# C2H2ClN

The molecule C2H2ClN (wB97M-V/def2-TZVPD, OMol25).

Properties
- Structure (SMILES): ClC1=NC1
- Frontier orbital gap (alpha / beta): 8.890 / 9.116 eV
- Net charge: 0
- HOMO (alpha / beta): -9.099 / -9.324 eV

Last column: Mulliken charge in e.
Positions of all 6 atoms, in Å:
Cl: -3.315 -0.248 0.005  -0.098
C: -1.805 0.329 -0.034  0.124
N: -0.916 1.639 0.010  -0.343
C: -0.343 0.251 -0.005  -0.076
H: 0.144 -0.103 0.907  0.196
H: 0.196 -0.057 -0.904  0.196

---

Run D
# C2H2ClN

A structure of composition C2H2ClN (wB97M-V/def2-TZVPD, OMol25).

Properties
- Frontier orbital gap (alpha / beta): 7.558 / 7.554 eV
- Net charge: 0
- HOMO (alpha / beta): -9.725 / -9.722 eV

Last column: Mulliken charge in e.
Positions of all 6 atoms, in Å:
C: 2.112 -0.732 1.173  0.461
C: 1.026 -1.530 1.505  -0.216
N: 3.050 -0.131 1.508  -0.304
Cl: 0.671 -2.868 0.597  0.035
H: 0.343 0.298 -0.460  -0.102
H: -0.422 0.291 -0.129  0.126

---

Last place for stability: run D

---

Run A
# CO3S3

The molecule CO3S3 (wB97M-V/def2-TZVPD, OMol25).

Properties
- Frontier orbital gap: 8.935 eV
- Net charge: 0
- HOMO: -10.221 eV

Last column: Mulliken charge in e.
Positions of all 7 atoms, in Å:
C: -1.720 0.581 -0.018  0.791
O: 1.475 -1.803 -0.070  -0.438
O: 0.630 -0.091 1.464  -0.429
O: -2.280 1.500 0.383  -0.288
S: -1.087 -0.554 -0.822  -0.345
S: 1.788 0.788 -1.156  -0.112
S: 1.194 -0.421 0.219  0.822

---

Run B
# CO3S3

A cluster of 2 separate species, CO3S3 in total (wB97M-V/def2-TZVPD, OMol25).

Properties
- Structure (SMILES): O=S(=O)=S.O=C=S
- Frontier orbital gap: 9.158 eV
- Net charge: 0
- HOMO: -10.405 eV

Last column: Mulliken charge in e.
Positions of all 7 atoms, in Å:
O: -2.365 0.709 -1.037  -0.408
S: -1.732 -0.074 0.026  0.892
O: -1.445 0.516 1.288  -0.363
S: -1.294 -1.980 -0.079  -0.119
O: 1.118 0.717 -0.391  -0.400
C: 2.187 0.320 -0.142  0.742
S: 3.530 -0.208 0.334  -0.344

---

Last place for stability: run A